Entry 1:
ORCA calculation (wB97M-V/def2-TZVPD) on a cluster of 2 separate species, C2H4N2OS in total in a non-equilibrium geometry.

Properties
LUMO energy (spin up / spin down) = 0.5097 / -2.6981 eV
Kohn-Sham gap (spin up / spin down) = 0.2644 / 0.2575 Ha
electronic energy = -661.39540 Ha
2S+1 = 3

Last column: Mulliken spin population.
Geometry (Å):
C1 -0.1235 -0.3838 0.1223  0.513
C2 1.1219 -0.9066 -0.2771  -0.058
N1 2.2063 -1.3273 -0.4296  0.259
H1 0.1156 2.4205 -0.6265  -0.013
H2 -1.2147 0.3225 -1.5079  0.021
O1 -0.4726 -0.7107 1.3556  0.072
H3 0.3723 -0.7869 1.8405  0.004
H4 -1.9045 -0.2654 0.0404  -0.003
S1 1.0772 1.9222 0.1549  1.037
N2 -1.1780 -0.2845 -0.6727  0.169



Entry 2:
ORCA calculation (wB97M-V/def2-TZVPD) on a cluster of 2 separate species, CH3ClFN in total in a non-equilibrium geometry.

Properties
LUMO energy = 0.4766 eV
Kohn-Sham gap = 0.4448 Ha
SMILES string = C=NF.Cl
electronic energy = -654.61148 Ha

Last column: Mulliken charge in e.
Geometry (Å):
H1 -1.8909 -0.7096 -0.2794  0.284
C1 -0.8239 -0.4685 -0.2271  -0.172
Cl1 2.6487 -0.4577 0.7269  -0.242
H2 1.9337 0.4691 0.7011  0.256
N1 -0.3704 0.7019 -0.1534  -0.166
H3 -0.1652 -1.2734 -0.1933  0.265
F1 -1.3319 1.7383 -0.5749  -0.223



Entry 3:
ORCA calculation (wB97M-V/def2-TZVPD) on a structure of composition C5H9N3 in a non-equilibrium geometry.

Properties
LUMO energy = 0.6060 eV
Kohn-Sham gap = 0.3095 Ha
electronic energy = -359.98583 Ha

Last column: Mulliken charge in e.
Geometry (Å):
N1 0.1515 -0.6877 -1.9050  -0.741
H1 0.3440 0.5881 -1.7794  0.497
H2 -1.6462 2.9239 -0.9539  0.337
H3 0.9473 -2.9022 0.0831  0.402
C1 0.8135 -1.2409 1.6785  -0.554
H4 -2.4621 1.3904 -0.8381  0.269
H5 1.1749 -1.7299 2.4592  0.549
C2 0.6171 -1.9167 0.3084  -0.662
N2 0.1334 0.3061 0.1733  0.459
H6 0.6603 1.0177 2.0304  0.225
C3 -1.6612 2.0186 -0.2942  -0.779
H7 -1.1079 -1.1095 -2.2152  0.271
C4 0.4393 -0.8986 -0.5478  0.134
C5 0.4087 0.0391 1.5093  -0.249
N3 -0.2788 1.4323 -0.4712  -0.691
H8 -1.8829 2.2131 0.7511  0.297
H9 0.2259 2.2457 -0.0428  0.234



ΔE to the lowest compared entry with this formula, charge and spin (kJ/mol)
96.3, 116.8, 555.1